This record from the Open Molecules 2025 dataset describes a 11-piece molecular cluster, C75H165N7O11 overall. The level of theory is ωB97M-V/def2-TZVPD.

## Properties
maximum force = 0.0869 hartree/bohr
charge = 0
LUMO energy = 0.016 Ha
HOMO energy = -7.9 eV
orbital gap = 8.3225 eV
SMILES string = CC1(C)CCCC(C)(C)N1O.CC1(C)CCCC(C)(C)N1O.CC1(C)CCCC(C)(C)N1O.CC1(C)CCCC(C)(C)N1O.CC1(C)CCCC(C)(C)N1O.CC1(C)CCCC(C)(C)N1O.CC1(C)CCCC(C)(C)N1O.CC(C)O.CC(C)O.CC(C)O.CC(C)O

The geometry in XYZ format:
```
258
Properties=species:S:1:pos:R:3:lowdin_charge:R:1
C 1.65792 -3.55245 -2.26609 -0.02
C 2.08578 -5.05155 -2.53377 -0.47
C 1.00575 -5.96583 -2.00471 -0.04
C 2.13497 -5.28076 -4.06919 -0.14
C 2.79147 -6.60042 -4.47793 -0.18
C 4.17697 -6.74024 -3.85367 -0.14
C 4.23013 -6.50861 -2.31477 -0.45
C 3.67206 -7.81072 -1.59602 -0.03
C 5.69893 -6.34365 -1.94507 -0.06
N 3.45276 -5.27219 -1.97737 -0.07
O 3.57101 -4.87732 -0.60008 -0.03
H 2.35185 -2.84871 -2.72578 0.07
H 0.72261 -3.37733 -2.79772 0.06
H 1.37385 -3.30237 -1.24390 0.07
H 1.21103 -7.01775 -2.20325 0.06
H 0.98498 -5.88139 -0.91819 0.09
H -0.03992 -5.84484 -2.28761 0.08
H 1.11334 -5.23544 -4.44646 0.11
H 2.61761 -4.45764 -4.59611 0.12
H 2.17836 -7.41532 -4.09306 0.10
H 2.81962 -6.61866 -5.56742 0.11
H 4.85319 -6.11861 -4.44052 0.12
H 4.48714 -7.77889 -3.96812 0.12
H 4.42397 -8.57395 -1.39552 0.07
H 2.86635 -8.30317 -2.14047 0.06
H 3.33921 -7.65600 -0.56968 0.08
H 5.87872 -6.08103 -0.90257 0.08
H 6.24392 -5.59030 -2.51389 0.08
H 6.34290 -7.21450 -2.06758 0.08
H 3.93115 -3.99753 -0.73377 0.05
C 1.74675 4.73149 -3.56345 -0.03
C 2.60089 4.99540 -4.78688 -0.49
C 3.42098 6.24569 -4.45690 -0.05
C 3.72974 3.85476 -4.92781 -0.11
C 3.25241 2.55308 -5.60025 -0.17
C 2.72135 2.93299 -6.97619 -0.16
C 1.54774 3.91206 -6.87846 -0.48
C 1.36251 4.34689 -8.33494 -0.06
C 0.25686 3.17843 -6.42012 -0.02
N 1.95673 5.10757 -6.07491 -0.15
O 1.04608 6.09706 -6.16146 0.01
H 2.32523 4.69669 -2.64028 0.08
H 0.90454 5.41296 -3.44356 0.09
H 1.26712 3.76456 -3.71545 0.06
H 4.16645 6.00383 -3.69936 0.06
H 4.05179 6.59215 -5.27553 0.09
H 2.96722 7.11282 -3.97702 0.08
H 4.62953 4.27383 -5.37820 0.12
H 3.94880 3.61804 -3.88662 0.07
H 4.10416 1.87839 -5.68643 0.11
H 2.44399 2.03188 -5.08751 0.09
H 2.40505 2.02868 -7.49607 0.12
H 3.50881 3.45127 -7.52335 0.12
H 2.19530 4.94360 -8.70709 0.08
H 0.56285 5.06675 -8.50945 0.08
H 1.20655 3.55817 -9.07094 0.09
H 0.02306 2.47099 -7.21571 0.08
H -0.58998 3.85658 -6.31490 0.08
H 0.29390 2.56648 -5.51887 0.06
H 1.49799 6.56788 -6.86553 0.11
C -0.16093 5.67707 3.32616 -0.04
C -1.68706 5.35835 3.39519 -0.43
C -2.49508 6.10955 2.30829 -0.03
C -1.71363 3.78414 3.18626 -0.14
C -3.09927 3.18348 3.39919 -0.18
C -3.56569 3.52741 4.85287 -0.13
C -3.52938 5.01412 5.31154 -0.48
C -4.79264 5.71507 4.81011 -0.04
C -3.58490 5.01890 6.84990 -0.05
N -2.19382 5.58130 4.82270 -0.07
O -2.04275 6.95523 5.21773 -0.04
H 0.49259 5.12820 4.00422 0.08
H 0.20611 5.55288 2.30736 0.08
H -0.10176 6.69804 3.70330 0.07
H -2.69601 7.17194 2.44627 0.08
H -2.10292 6.15031 1.29209 0.08
H -3.49256 5.72061 2.10374 0.05
H -1.38348 3.63570 2.15812 0.10
H -1.06123 3.27000 3.89206 0.11
H -3.88587 3.54584 2.73734 0.08
H -3.01181 2.11146 3.22249 0.09
H -2.86077 3.01064 5.50412 0.11
H -4.53179 3.09710 5.11667 0.11
H -5.67580 5.07983 4.87801 0.09
H -4.77278 5.93073 3.74184 0.06
H -4.84040 6.74778 5.15556 0.08
H -4.41409 4.48789 7.31741 0.09
H -3.60675 6.06303 7.16204 0.07
H -2.69550 4.59382 7.31506 0.08
H -1.28118 6.97374 5.80191 0.09
C -6.49581 3.45850 0.95167 -0.04
C -6.89470 2.01576 1.22310 -0.47
C -5.86996 1.46126 2.22016 -0.04
C -8.32575 2.06085 1.95932 -0.12
C -9.58844 2.20715 1.11779 -0.19
C -9.53328 1.08377 0.06486 -0.13
C -8.18013 0.97972 -0.82523 -0.44
C -8.16257 -0.33399 -1.62256 -0.04
C -8.34997 2.22522 -1.81751 -0.03
N -6.99030 1.14841 0.05076 -0.09
O -5.72860 0.93937 -0.63527 -0.02
H -6.51835 4.08509 1.84329 0.08
H -5.48438 3.62323 0.58024 0.08
H -7.13288 3.98112 0.23815 0.07
H -6.18977 0.44045 2.42935 0.08
H -4.84498 1.51744 1.85361 0.07
H -5.89155 1.98017 3.17848 0.08
H -8.56055 1.19889 2.58382 0.11
H -8.36850 2.82692 2.73353 0.11
H -10.46692 2.11107 1.75586 0.11
H -9.72649 3.21401 0.72372 0.10
H -10.32056 1.09253 -0.68894 0.10
H -9.69802 0.09457 0.49200 0.11
H -7.86283 -1.17665 -0.99951 0.08
H -7.44890 -0.32815 -2.44641 0.07
H -9.17218 -0.59769 -1.93757 0.08
H -7.49019 2.33681 -2.47814 0.08
H -8.60432 3.13174 -1.26830 0.06
H -9.26325 2.03720 -2.38202 0.07
H -5.40202 0.07384 -0.37874 0.09
C 1.06278 0.87834 6.25564 -0.03
C 2.62729 0.65974 6.28968 -0.46
C 3.23261 1.44698 7.48970 -0.03
C 2.79610 -0.83754 6.54917 -0.15
C 4.24840 -1.30829 6.32927 -0.17
C 4.74849 -0.96742 4.87978 -0.10
C 4.57019 0.56435 4.50125 -0.43
C 5.63335 1.50690 5.14066 -0.03
C 4.66883 0.70713 2.94506 -0.03
N 3.21875 1.04330 4.95919 -0.12
O 2.79740 2.27639 4.44339 -0.01
H 0.60604 0.36176 7.09982 0.08
H 0.84236 1.94537 6.28659 0.07
H 0.55550 0.63091 5.32315 0.05
H 4.20860 1.05842 7.78049 0.06
H 3.38029 2.50561 7.27618 0.08
H 2.59561 1.39305 8.37255 0.08
H 2.50114 -1.06640 7.57324 0.12
H 2.23297 -1.47919 5.87148 0.11
H 4.93733 -1.01247 7.12045 0.10
H 4.19101 -2.38848 6.46344 0.09
H 4.18545 -1.60219 4.19556 0.10
H 5.79793 -1.26020 4.84724 0.11
H 5.64096 1.40191 6.22556 0.06
H 5.32311 2.55178 5.13142 0.08
H 6.64126 1.44984 4.72960 0.08
H 3.76378 0.40093 2.42045 0.06
H 5.44642 0.02818 2.59509 0.06
H 4.90718 1.71275 2.59861 0.08
H 2.30727 2.00523 3.66374 0.08
C 1.77626 0.29826 -1.85922 -0.02
C 0.92104 0.60509 -0.60425 -0.43
C 1.40836 1.89679 -0.00533 -0.03
C -0.58345 0.77821 -1.02246 -0.12
C -1.45788 0.67784 0.17255 -0.18
C -1.26719 -0.70904 0.74261 -0.14
C 0.13291 -0.94097 1.29361 -0.48
C 0.15722 -0.07955 2.64930 0.00
C 0.22860 -2.41926 1.63188 -0.02
N 1.14439 -0.58127 0.33324 -0.09
O 2.41254 -0.73815 0.85721 -0.02
H 2.79967 0.14833 -1.51533 0.05
H 1.59331 -0.69274 -2.27460 0.06
H 1.91575 1.06565 -2.62064 0.08
H 0.69291 2.24797 0.73825 0.06
H 2.33490 1.80356 0.56117 0.08
H 1.62551 2.61658 -0.79454 0.08
H -0.63023 1.78966 -1.42605 0.13
H -0.73626 -0.03821 -1.72830 0.10
H -1.24464 1.49363 0.86329 0.09
H -2.51628 0.77937 -0.06740 0.11
H -1.39134 -1.45602 -0.04142 0.11
H -2.03595 -0.89877 1.49169 0.10
H 0.24153 0.99883 2.51479 0.06
H 1.13402 -0.27183 3.09313 0.06
H -0.58033 -0.33612 3.40976 0.07
H -0.45997 -2.69046 2.43214 0.06
H 1.27519 -2.60030 1.87676 0.08
H -0.07642 -3.12477 0.85901 0.08
H 2.82034 -1.49164 0.42414 0.08
C -2.82141 -4.18680 -7.10701 -0.03
C -3.34224 -3.71164 -5.75936 -0.53
C -4.87872 -3.94549 -5.72905 -0.02
C -2.72593 -4.51791 -4.71471 -0.15
C -2.82782 -3.93302 -3.30014 -0.16
C -2.31985 -2.51200 -3.20903 -0.13
C -2.94002 -1.59727 -4.30941 -0.47
C -4.32428 -1.06928 -3.89310 -0.03
C -2.04193 -0.36893 -4.33854 -0.04
N -2.99768 -2.28433 -5.60930 -0.12
O -3.47472 -1.44358 -6.55182 0.00
H -1.73270 -4.23479 -7.12944 0.08
H -3.08343 -3.52097 -7.92928 0.08
H -3.18519 -5.14311 -7.48282 0.09
H -5.36222 -3.73952 -4.77411 0.07
H -5.13234 -4.95495 -6.05274 0.09
H -5.31369 -3.22015 -6.41664 0.08
H -3.31150 -5.43171 -4.61374 0.13
H -1.68868 -4.75005 -4.95618 0.12
H -2.41494 -4.61237 -2.55441 0.10
H -3.85272 -3.89148 -2.93139 0.10
H -1.23360 -2.43073 -3.24840 0.09
H -2.39016 -2.06503 -2.21738 0.11
H -4.22931 -0.69479 -2.87387 0.07
H -4.83480 -0.29290 -4.46293 0.09
H -4.95693 -1.91620 -3.62746 0.07
H -2.34603 0.32832 -3.55785 0.08
H -0.98328 -0.60266 -4.22567 0.08
H -2.05642 0.23905 -5.24311 0.08
H -4.41866 -1.41204 -6.37986 0.08
C -3.83461 -1.31389 5.28010 -0.03
C -3.54878 -1.71437 3.80886 -0.48
C -2.89743 -3.06609 3.70991 -0.07
O -4.78446 -1.80318 3.09721 -0.06
H -2.94918 -1.29060 5.91538 0.08
H -4.44367 -2.12528 5.67857 0.07
H -4.55443 -0.49571 5.30341 0.08
H -2.90704 -1.00182 3.29066 0.10
H -2.74967 -3.33429 2.66380 0.08
H -3.46171 -3.90765 4.11173 0.08
H -1.94048 -3.18465 4.21815 0.07
H -5.30551 -2.42786 3.60699 0.08
C 5.19798 1.78937 -1.66739 -0.03
C 6.17360 2.27220 -2.75452 -0.52
C 6.51986 3.69571 -2.69718 -0.07
O 7.37209 1.55678 -2.58721 -0.05
H 5.63130 1.82449 -0.66784 0.09
H 4.94460 0.77109 -1.96237 0.06
H 4.24345 2.30086 -1.79127 0.07
H 5.79502 1.95966 -3.72771 0.13
H 5.65826 4.35311 -2.81364 0.06
H 7.19719 3.91160 -3.52345 0.10
H 6.94160 4.01425 -1.74389 0.09
H 7.84814 1.88474 -1.82077 0.09
C 3.09103 -5.24026 3.95288 -0.04
C 2.33012 -5.23297 5.33088 -0.47
C 0.87490 -4.69979 5.26749 -0.05
O 2.37765 -6.52622 5.96287 -0.04
H 4.13587 -5.52282 4.08167 0.07
H 2.98161 -4.32403 3.37267 0.06
H 2.50909 -5.99448 3.42317 0.08
H 2.78223 -4.41733 5.89517 0.10
H 0.63927 -4.45589 6.30339 0.08
H 0.18059 -5.40278 4.80722 0.08
H 0.81913 -3.74539 4.74394 0.06
H 3.25908 -6.90530 5.93170 0.08
C 6.08353 -2.36885 1.44462 -0.03
C 5.86864 -1.71265 0.08215 -0.55
C 7.14685 -1.71376 -0.72085 -0.04
O 4.80560 -2.22366 -0.58749 -0.03
H 6.96596 -1.97599 1.94968 0.09
H 6.35268 -3.39618 1.19915 0.08
H 5.22190 -2.35170 2.11199 0.06
H 5.69539 -0.64609 0.22546 0.11
H 7.16315 -2.72371 -1.13052 0.08
H 8.08357 -1.51681 -0.19945 0.09
H 7.16385 -1.05569 -1.58961 0.07
H 4.65467 -1.65307 -1.34462 0.10
```